(1)
The following is a quantum chemistry calculation of a cluster of 2 separate species, C4H6O2 in total, from the OMol25 dataset.

Geometry as ORCA input:
```
! wB97M-V def2-TZVPD RIJCOSX def2/J DEFGRID3
* xyz 0 1
O 1.79084 0.37658 1.83760
C 2.12592 -0.45749 1.03362
O 0.84444 -0.06832 -1.43437
C -0.23079 0.11085 -0.92556
C -1.63755 -0.29670 -0.82483
C -1.02455 0.81503 0.08399
H 3.01002 -0.33677 0.38263
H 1.56017 -1.40153 0.90203
H -2.33103 0.01381 -1.60321
H -1.86560 -1.26025 -0.37320
H -1.32672 1.84243 -0.10885
H -0.83286 0.58840 1.13171
*
```

Computed properties:
LUMO level, Ha: 0.0336
Energy above the lowest of the compared OMol25 structures with the same formula, charge and spin, kJ/mol: 287.7
DFT total energy, a.u.: -306.3967
SMILES: O=C1CC1.C=O
Strongest force on any atom, Eh/bohr: 0.0123

=====

(2)
The following is a quantum chemistry calculation of an isolated molecule of C4H6O2, from the OMol25 dataset.

Geometry as ORCA input:
```
! wB97M-V def2-TZVPD RIJCOSX def2/J DEFGRID3
* xyz 0 1
O -1.16630 -0.49964 2.00701
C -0.65263 -0.32428 0.93149
C 0.79081 -0.51307 0.48968
C 0.97399 0.63817 -0.50864
O -0.34628 1.04129 -0.90106
C -1.28209 0.11194 -0.38590
H 0.73105 -1.44441 -0.08739
H 1.54519 -0.61432 1.27264
H 1.47637 1.50991 -0.07482
H 1.53165 0.32499 -1.39853
H -1.33043 -0.79280 -1.01492
H -2.27134 0.56222 -0.32957
*
```

Computed properties:
LUMO level, Ha: 0.0265
Energy above the lowest of the compared OMol25 structures with the same formula, charge and spin, kJ/mol: 116.1
DFT total energy, a.u.: -306.4621
SMILES: O=C1CCOC1
Strongest force on any atom, Eh/bohr: 0.0131

=====

(3)
The following is a quantum chemistry calculation of an isolated molecule of C4H6O2 in a non-equilibrium geometry, from the OMol25 dataset.

Geometry as ORCA input:
```
! wB97M-V def2-TZVPD RIJCOSX def2/J DEFGRID3
* xyz 0 1
C -1.64359 -0.07709 0.44478
C -0.11935 -0.40180 0.71982
C 0.56196 0.01841 -0.55512
O -0.07789 0.12661 -1.58138
C 2.00963 0.47713 -0.74754
O 2.73997 0.93878 0.08949
H -1.83998 0.99730 0.32799
H -1.98548 -0.51022 -0.51344
H -2.28774 -0.49324 1.21614
H -0.05941 -1.49317 0.83652
H 0.45897 -0.01990 1.59437
H 2.24291 0.43720 -1.83163
*
```

Computed properties:
LUMO level, Ha: -0.0120
Energy above the lowest of the compared OMol25 structures with the same formula, charge and spin, kJ/mol: 133.4
DFT total energy, a.u.: -306.4555
SMILES: CCC(=O)C=O
Strongest force on any atom, Eh/bohr: 0.0221

=====

(4)
The following is a quantum chemistry calculation of an isolated molecule of C4H6O2, from the OMol25 dataset.

Geometry as ORCA input:
```
! wB97M-V def2-TZVPD RIJCOSX def2/J DEFGRID3
* xyz 0 1
O 2.06770 1.37728 0.98998
C 2.08057 0.26594 0.11514
C 0.71847 -0.23193 -0.12088
C -0.45087 -0.53005 -0.13098
C -1.90410 -0.74087 -0.18681
O -2.59022 0.42095 -0.60675
H 1.38799 1.20478 1.65436
H 2.70605 -0.54985 0.50778
H 2.53729 0.60765 -0.81915
H -2.13712 -1.60626 -0.82481
H -2.27525 -0.96825 0.81747
H -2.14051 0.75061 -1.39534
*
```

Computed properties:
LUMO level, Ha: 0.0279
Energy above the lowest of the compared OMol25 structures with the same formula, charge and spin, kJ/mol: 260.9
DFT total energy, a.u.: -306.4069
SMILES: OCC#CCO
Strongest force on any atom, Eh/bohr: 0.0098

=====

The lowest strongest force on any atom belongs to which entry? number 4